[1]
DFT (ωB97M-V/def2-TZVPD) results for C9H9N3O5Pb as an isolated structure at a distorted geometry.

Geometry as XYZ:
```
27
Properties=species:S:1:pos:R:3:forces:R:3
Pb 0.23957 -0.40202 -1.93625 0.99 2.00 3.74
C 0.24890 1.52804 -2.66358 -0.12 6.84 -4.55
O 0.25913 2.64156 -3.04423 0.12 -3.39 2.11
C 0.24108 -0.99158 -4.01530 0.24 -1.73 -9.30
O 0.23902 -1.27501 -5.15675 -0.03 1.23 6.01
C -1.78412 -0.39604 -2.04837 -12.86 0.29 -1.88
O -2.95393 -0.33716 -2.08023 5.95 -0.24 0.80
C 2.27504 -0.41948 -2.04604 8.96 -0.11 -3.20
O 3.44099 -0.36713 -2.08315 -3.41 0.02 1.34
H 0.23318 -1.99831 -1.07067 -0.32 -4.18 -2.00
H 0.24052 -2.29046 -1.94757 0.12 -2.03 3.68
C -1.86612 -1.20002 3.04162 0.33 0.52 0.33
N -0.91023 -0.36551 2.27287 -0.84 -1.59 -2.53
C -0.15409 0.58916 2.80890 -0.06 0.20 1.02
C 0.70982 1.30965 2.08362 1.65 1.66 -0.37
C 0.89987 1.11731 0.67304 -1.78 -0.28 5.49
N 0.13161 0.18170 0.20400 -2.26 -2.63 -0.77
C -0.79746 -0.63416 0.86592 -0.85 -0.17 2.73
O -1.51043 -1.55252 0.36107 2.59 2.63 -0.18
N 1.75409 1.83910 0.04368 2.82 2.09 -2.96
H -2.87025 -1.05868 2.66885 -0.15 0.01 -0.19
H -1.82610 -0.87905 4.08119 0.02 0.02 -0.07
H -1.58568 -2.24083 2.98596 0.08 -0.22 -0.15
H -0.27268 0.75562 3.88816 0.07 -0.06 -0.54
H 1.31039 2.07756 2.55954 -0.16 -0.12 0.16
H 2.31236 2.56121 0.51837 -0.62 -0.65 0.03
H 1.99551 1.80706 -0.96466 -0.49 -0.10 1.25
```
Forces are in eV/Å.

HOMO level (spin up / spin down): -13.8700 / -13.8754 eV
HOMO-LUMO gap (spin up / spin down): 4.81 / 4.73 eV
E: -1080.56248 hartree
Charge: +2

Mulliken population analysis, charges in e, atoms 1 to 6: Pb 1.84; C 0.01; O -0.22; C 0.18; O -0.12; C -0.04

[2]
DFT (ωB97M-V/def2-TZVPD) results for a 2-piece molecular cluster, C22H16F2NO4S2 overall at a distorted geometry.

Geometry as XYZ:
```
47
Properties=species:S:1:pos:R:3:forces:R:3
C 4.44771 -2.05497 -1.54325 -0.20 0.09 0.27
C 4.48198 -2.01046 -0.14794 0.10 0.26 -0.43
C 3.54096 -1.27577 0.55817 0.67 -0.07 0.54
C 2.47987 -0.67308 -0.11538 -0.10 0.02 -0.24
S 1.32008 0.40784 0.74018 1.17 0.97 1.24
C -0.09705 -0.51460 1.52790 -1.35 0.80 1.79
C -1.05854 -1.13827 0.52594 -0.21 0.09 0.44
C -1.80329 -2.26268 0.86483 -0.55 -0.55 0.21
C -2.91857 -2.66169 0.10003 0.63 0.18 0.16
C -3.28270 -1.93266 -1.03227 -0.07 -0.43 0.16
C -2.52367 -0.83248 -1.39365 0.12 0.02 0.25
C -1.44413 -0.44039 -0.61284 -0.18 0.20 -0.56
O 2.09145 1.12358 1.74744 -0.89 -0.91 -0.61
O 0.70668 1.19525 -0.30232 0.25 0.45 -0.13
C 2.41550 -0.71931 -1.51092 0.16 -0.19 0.18
C 3.41076 -1.40303 -2.21435 0.09 -0.03 -0.01
H 5.24332 -2.57009 -2.08481 -0.33 0.09 0.04
H 5.26299 -2.50703 0.42252 -0.05 0.06 -0.22
H 3.65768 -1.27045 1.65372 -0.28 0.50 -0.96
H 0.21729 -1.02335 2.46190 -0.73 0.74 -1.96
H -1.54013 -2.80368 1.77030 -0.07 0.03 -0.31
H -3.47814 -3.55121 0.39824 0.14 0.32 -0.07
H -4.14564 -2.23098 -1.62698 0.16 0.05 0.13
H -2.77465 -0.23206 -2.26041 -0.05 -0.09 -0.01
H -0.90381 0.44249 -0.89987 -0.15 0.01 0.00
H 1.62365 -0.19720 -2.04325 0.12 -0.14 0.19
H 3.37987 -1.41294 -3.30125 -0.02 -0.01 0.15
F 0.86898 -1.15906 4.64716 0.41 -1.00 -0.73
C 0.92793 -2.34297 3.91957 -0.83 -0.46 -1.79
F -0.42719 -2.55873 3.47633 -0.12 -0.14 1.68
S 1.74779 -2.33762 2.26186 1.16 -1.73 2.66
N -1.94163 0.13896 4.33153 2.16 -1.25 -2.03
C -3.23116 -0.02012 4.83922 0.48 -1.14 2.39
O -3.51755 -0.67865 5.86337 0.50 1.94 -2.76
C -4.09707 0.72573 3.92646 -1.68 -0.10 0.53
C -3.37094 1.08165 2.81204 -0.70 -0.20 -1.12
C -4.05643 1.72798 1.78472 0.59 0.12 0.38
C -5.42292 2.00076 1.95032 0.19 -0.02 0.23
C -6.11475 1.65033 3.10830 0.46 -0.31 -0.42
C -5.43727 0.99108 4.11784 0.41 -0.14 -0.05
C -1.97681 0.51585 3.06025 0.69 0.49 1.65
O -0.93278 0.65975 2.20493 -1.56 0.45 0.14
H 1.13601 -3.18128 4.61533 0.15 0.69 -0.40
H -3.49362 2.07607 0.92996 -0.21 -0.12 -0.28
H -5.97321 2.49761 1.17241 0.00 0.16 -0.32
H -7.17348 1.79407 3.18985 -0.36 0.32 -0.04
H -5.90484 0.65170 5.03076 -0.12 0.00 0.02
```
Forces are in eV/Å.

HOMO level: -4.2632 eV
HOMO-LUMO gap: 6.03 eV
E: -2199.70889 hartree
Charge: -1
Energy relative to the best compared isomer or geometry (same formula, charge and spin): 2.867 eV

Mulliken population analysis, charges in e, atoms 1 to 6: C -0.44; C -0.66; C -0.12; C -0.01; S 1.50; C 0.46

[3]
DFT (ωB97M-V/def2-TZVPD) results for a 2-piece molecular cluster, C3H12N2S overall at a distorted geometry.

Geometry as XYZ:
```
18
Properties=species:S:1:pos:R:3:forces:R:3
C -2.36291 1.34401 0.25230 0.45 -0.59 1.77
C -3.06116 0.06313 -0.14088 -1.08 -0.20 -0.50
S -4.48179 -0.48667 0.87089 0.11 0.07 0.29
H -2.99872 2.02891 0.82423 -0.43 0.12 -0.77
H -1.91170 1.77006 -0.63178 0.23 0.43 -0.05
H -1.60368 1.16321 1.03328 0.21 -0.19 -0.59
H -3.53392 0.23563 -1.09059 -0.30 0.22 -0.58
H -2.47317 -0.82369 -0.35658 0.67 0.13 0.40
H -3.94168 -1.61388 1.37353 0.11 0.06 0.03
N 4.02342 -0.08037 0.12207 -0.41 -0.50 1.10
C 2.60414 -0.39704 0.22700 0.69 0.57 -0.22
N 1.98336 -0.86862 -0.98603 -0.68 -0.11 0.55
H 4.67161 -0.80933 0.37874 0.09 0.45 -0.49
H 4.27513 0.70693 -0.43937 0.37 -0.15 -0.20
H 2.46265 -1.06810 1.07346 0.10 -0.28 -0.18
H 2.11061 0.52260 0.53976 -0.36 -0.05 -0.17
H 1.73374 -0.09999 -1.58971 0.05 -0.03 -0.27
H 2.50405 -1.58679 -1.46033 0.16 0.04 -0.11
```
Forces are in eV/Å.

HOMO level (spin up / spin down): 1.3162 / -5.2258 eV
2S+1: 2
HOMO-LUMO gap (spin up / spin down): 1.97 / 8.50 eV
E: -629.11401 hartree
Charge: -1
Energy relative to the best compared isomer or geometry (same formula, charge and spin): 0.641 eV

Mulliken population analysis, charges in e, atoms 1 to 6: C -2.17; C -1.02; S -0.41; H 0.50; H 0.76; H 0.41

[4]
DFT (ωB97M-V/def2-TZVPD) results for an isolated ion of composition C4H9N4 and charge +1 at a distorted geometry.

Geometry as XYZ:
```
17
Properties=species:S:1:pos:R:3:forces:R:3
C 0.37303 -1.27077 0.55240 0.47 -0.33 1.68
C -0.04786 -0.86845 -0.76526 -2.66 4.50 5.36
C -0.06382 1.64839 -1.02277 0.13 0.04 -0.01
C -0.89901 0.36636 -0.99517 0.16 -0.46 -0.06
N 0.32465 -1.56086 -1.71104 -4.53 5.34 -4.61
N 0.93765 -2.42654 -2.00287 6.62 -9.42 -2.52
N 1.08533 -2.37806 0.73075 -0.29 0.35 0.08
N 0.04135 -0.51846 1.59318 0.08 -0.22 -0.13
H 0.67075 1.60920 -1.82298 0.07 0.00 -0.04
H 0.46323 1.81512 -0.08659 0.09 0.08 0.09
H -0.71233 2.49952 -1.20683 -0.05 0.06 0.01
H -1.39357 0.25237 -1.96164 0.05 -0.16 0.10
H -1.68695 0.43546 -0.24368 -0.03 -0.06 0.07
H 1.34615 -2.98403 -0.03735 -0.07 0.15 -0.25
H 1.36884 -2.67417 1.65119 0.00 0.06 0.11
H -0.47168 0.33820 1.46470 0.00 -0.03 0.04
H 0.29714 -0.78585 2.53041 -0.02 0.10 0.09
```
Forces are in eV/Å.

HOMO level (spin up / spin down): -11.5408 / -15.9036 eV
2S+1: 3
HOMO-LUMO gap (spin up / spin down): 7.80 / 9.05 eV
E: -376.47570 hartree
Charge: +1
Energy relative to the best compared isomer or geometry (same formula, charge and spin): 0.000 eV

Mulliken population analysis, charges in e, atoms 1 to 6: C 0.85; C 0.58; C -1.02; C -1.01; N 0.70; N -1.08

[5]
DFT (ωB97M-V/def2-TZVPD) results for C6H8CuLiO6 as an isolated structure at a distorted geometry.

Geometry as XYZ:
```
22
Properties=species:S:1:pos:R:3:forces:R:3
O -0.27277 1.64259 0.40364 -0.52 0.63 -0.95
O 2.65049 0.57139 -1.35376 -0.76 0.72 -0.35
C 0.42896 1.22258 1.52254 0.55 -0.34 0.55
C 1.85643 0.77395 1.23944 0.29 0.11 -0.01
O 1.92519 -0.44989 0.49282 -0.49 -0.09 0.60
C 2.42400 -0.52678 -0.81431 -0.14 -0.15 -0.39
H -0.11169 0.38436 2.01234 0.16 0.15 -0.08
H 0.51714 2.01785 2.29402 -0.11 -0.08 -0.25
H 2.36323 0.58076 2.19775 -0.11 0.06 -0.21
H 2.40422 1.56696 0.71012 -0.15 -0.12 0.12
O -0.99412 -0.37522 -1.76075 -0.08 0.43 0.20
C -0.76442 -1.75060 -1.38471 0.28 -0.24 0.03
C -1.29738 -1.78858 0.04387 0.35 -0.15 0.20
O -2.17054 -0.64032 0.08750 -0.01 0.33 0.13
C -1.85325 0.18289 -0.89930 -1.02 -0.28 -1.02
H -1.33257 -2.38474 -2.07485 0.11 0.17 0.12
H 0.31251 -1.93957 -1.45151 -0.16 0.03 0.05
H -0.50296 -1.63519 0.78402 -0.14 -0.09 -0.23
H -1.89097 -2.67715 0.27318 0.13 0.22 -0.05
O -2.44170 1.22694 -1.14742 0.52 -0.10 0.71
Li -1.90862 2.45292 0.34043 0.43 -0.58 -0.40
Cu 0.65882 1.54484 -1.51508 0.87 -0.64 1.20
```
Forces are in eV/Å.

HOMO level: -6.4944 eV
HOMO-LUMO gap: 5.78 eV
E: -2332.84741 hartree
Energy relative to the best compared isomer or geometry (same formula, charge and spin): 0.783 eV

Mulliken population analysis, charges in e, atoms 1 to 6: O -0.78; O -0.45; C -0.33; C -0.66; O 0.03; C -0.50